(1)
Below is an isolated ion of composition C4H7BrNS and charge +1 at a distorted geometry, with properties calculated with wB97M-V/def2-TZVPD.

Geometry (Å):
C -0.200 -2.064 1.116
C -0.243 -0.920 0.790
C -0.268 0.554 -1.084
C 1.182 0.882 0.895
N -0.027 0.403 0.358
S -2.001 0.378 -1.690
Br -2.008 -1.594 -2.419
H -0.245 -3.096 1.047
H -0.181 1.580 -1.231
H 0.360 -0.001 -1.747
H 1.085 0.709 1.931
H 1.899 0.238 0.563
H 1.443 1.996 0.648
H -0.795 0.937 0.821

Properties
Net charge: +1
Electronic energy, eV: -86618.57377
Relative energy (zero: lowest compared OMol25 entry of this formula, charge and spin), kJ/mol: 396.90
Kohn-Sham gap, eV: 9.34
SMILES: C#C[N@@H+](C)CSBr

=====

(2)
Below is a 2-piece molecular cluster, C4H7BrO overall at a distorted geometry, with properties calculated with wB97M-V/def2-TZVPD.

Geometry (Å):
C 0.051 1.279 -0.426
C -0.991 1.758 0.563
C -0.536 0.403 0.344
C -0.441 -1.962 -0.130
O -0.745 -0.854 0.734
Br 3.228 -0.589 0.053
H 0.724 1.758 -1.233
H 2.652 0.211 -0.858
H -0.695 2.355 1.496
H -2.031 2.179 0.273
H -1.234 -2.563 0.191
H 0.545 -2.321 0.130
H -0.528 -1.655 -1.138

Properties
Electronic energy, eV: -76347.54517
Relative energy (zero: lowest compared OMol25 entry of this formula, charge and spin), kJ/mol: 355.10
Kohn-Sham gap, eV: 9.37
SMILES: COC1=CC1.Br

=====

What did the first record say?
Below is an isolated ion of composition C4H7BrNS and charge +1 at a distorted geometry, with properties calculated with wB97M-V/def2-TZVPD.

Geometry (Å):
C -0.200 -2.064 1.116
C -0.243 -0.920 0.790
C -0.268 0.554 -1.084
C 1.182 0.882 0.895
N -0.027 0.403 0.358
S -2.001 0.378 -1.690
Br -2.008 -1.594 -2.419
H -0.245 -3.096 1.047
H -0.181 1.580 -1.231
H 0.360 -0.001 -1.747
H 1.085 0.709 1.931
H 1.899 0.238 0.563
H 1.443 1.996 0.648
H -0.795 0.937 0.821

Properties
Net charge: +1
Electronic energy, eV: -86618.57377
Relative energy (zero: lowest compared OMol25 entry of this formula, charge and spin), kJ/mol: 396.90
Kohn-Sham gap, eV: 9.34
SMILES: C#C[N@@H+](C)CSBr

=====

Q: Look up the relative energy (zero: lowest compared OMol25 entry of this formula, charge and spin) of the second one.
A: 355.10 kJ/mol

=====

Q: Which of these has the lowest relative energy (zero: lowest compared OMol25 entry of this formula, charge and spin)?
A: C4H7BrO